## A
Computed, not measured: the molecule C7H14N2, with ωB97M-V/def2-TZVPD.

Structure (XYZ):
```
23
Properties=species:S:1:pos:R:3
H -0.546 1.266 -2.616
C -0.419 -0.337 0.479
H -2.393 -1.405 0.850
H 1.923 1.852 1.220
H 0.413 -1.298 2.222
H -1.794 -0.279 2.198
H 0.972 -1.209 -2.900
H 1.677 -0.045 -1.907
H 0.254 1.599 -1.335
H 0.317 2.561 1.979
N 1.326 0.966 0.766
H 0.232 -2.702 0.965
H 1.821 0.058 1.373
H 1.296 -1.775 -1.472
H -0.860 -1.201 -1.644
C -0.355 -1.632 1.376
C 1.028 -0.738 -1.858
C -0.059 0.843 1.223
C -0.372 -0.346 -1.133
N -0.650 1.970 1.671
C -1.606 -0.854 1.346
C -0.660 1.033 -1.564
H -1.542 1.674 -1.241
```

Output
Multiplicity ... 1
E_HOMO ... -9.39 eV
Structure (SMILES) ... [H]/N=C(\N)C1(C(C)C)CC1
Frontier orbital gap ... 10.169 eV


## B
Computed, not measured: the molecule C7H14N2, with ωB97M-V/def2-TZVPD.

Structure (XYZ):
```
23
Properties=species:S:1:pos:R:3
H -2.030 0.377 1.412
C 1.400 -1.026 1.265
C 2.492 -2.178 -0.757
H -0.528 2.169 0.717
H -3.505 1.353 0.933
H -2.718 1.457 -1.347
H 2.122 -1.319 2.021
C -1.182 2.407 -0.140
H -3.311 -0.341 0.324
H -0.544 2.736 -0.973
H 2.717 -1.969 -1.779
H 3.004 -0.246 -0.124
H 0.651 -1.824 1.166
N -1.207 0.097 -1.219
C 2.080 -0.846 -0.139
C -2.765 0.596 0.613
N 1.229 -0.165 -1.101
C -1.996 1.168 -0.591
H 3.362 -2.570 -0.216
C 0.019 -0.015 -1.191
H -1.901 3.190 0.144
H 0.919 -0.117 1.657
H 1.692 -2.934 -0.674
```

Output
Multiplicity ... 1
E_HOMO ... -9.11 eV
Structure (SMILES) ... CC(C)N=C=NC(C)C
Frontier orbital gap ... 10.118 eV


Stability ranking, top and bottom: B is the most stable and A is the least stable.


## A
Computed, not measured: a structure of composition C2H9NO4, with ωB97M-V/def2-TZVPD.

Structure (XYZ):
```
16
Properties=species:S:1:pos:R:3
O -0.835 -0.255 0.680
O 0.448 0.670 -0.867
H 2.227 1.048 1.970
H 0.118 2.766 0.762
H 2.560 1.820 0.459
C -0.025 0.667 0.372
C 0.533 1.827 1.166
N 2.005 1.797 1.292
H -0.362 -1.168 -2.902
H 0.227 1.650 2.227
H -2.595 -2.752 0.338
O -0.150 -1.399 -1.975
H -0.745 -2.111 -1.638
O -2.058 -2.485 -0.430
H -1.587 -1.677 -0.165
H 0.239 -0.398 -1.288
```

Output
Multiplicity ... 1
E_HOMO ... -9.19 eV
Frontier orbital gap ... 9.702 eV


## B
Computed, not measured: a cluster of 3 separate species, C2H9NO4 in total, with ωB97M-V/def2-TZVPD.

Structure (XYZ):
```
16
Properties=species:S:1:pos:R:3
C -0.671 0.538 0.428
H 0.818 0.913 3.067
H -1.763 0.169 -0.864
O -1.429 1.112 -0.570
N 0.944 0.432 2.256
C 0.347 1.404 1.169
H 1.004 1.559 0.329
H -2.583 -0.381 -3.399
O 3.065 -1.368 -0.254
H 4.004 -1.405 -0.584
O -1.887 -0.782 -2.739
H 3.078 -1.769 0.699
H -0.085 2.331 1.459
O -0.711 -0.726 0.421
H 0.325 -0.385 2.253
H -1.766 -1.587 -3.199
```

Output
Multiplicity ... 1
E_HOMO ... -9.80 eV
Structure (SMILES) ... NCC(=O)O.O.O
Frontier orbital gap ... 10.386 eV


Stability ranking, top and bottom: A is the most stable and B is the least stable.


## A
Computed, not measured: the molecule C4H5NS, with ωB97M-V/def2-TZVPD.

Structure (XYZ):
```
11
Properties=species:S:1:pos:R:3
C -1.720 0.511 0.419
N 1.723 0.992 -1.016
H 1.632 -0.069 -1.036
H -0.605 -0.973 1.624
S 0.049 3.079 -1.232
H 2.556 1.432 -1.548
C -0.511 0.547 -0.035
H -2.577 0.981 0.700
C 0.505 1.581 -0.850
H -1.140 -1.598 0.122
C -0.883 -0.731 0.634
```

Output
Multiplicity ... 1
E_HOMO ... -8.58 eV
Structure (SMILES) ... NC(=S)C1=CC1
Frontier orbital gap ... 8.879 eV


## B
Computed, not measured: the molecule C4H5NS, with ωB97M-V/def2-TZVPD.

Structure (XYZ):
```
11
Properties=species:S:1:pos:R:3
C 0.953 0.847 -0.058
H -2.467 -1.466 0.276
C -0.155 0.194 0.157
N 0.728 3.453 -0.066
C 0.929 2.331 -0.054
H 1.968 0.527 -0.128
H 0.070 -1.743 0.977
C -0.050 -1.343 -0.018
H -1.110 0.757 0.387
S -1.531 -2.020 -0.614
H 0.666 -1.539 -0.860
```

Output
Multiplicity ... 1
E_HOMO ... -9.48 eV
Structure (SMILES) ... N#C/C=C/CS
Frontier orbital gap ... 9.942 eV


Stability ranking, top and bottom: B is the most stable and A is the least stable.


## A
Computed, not measured: the molecule C4H5NS, with ωB97M-V/def2-TZVPD.

Structure (XYZ):
```
11
Properties=species:S:1:pos:R:3
H -1.537 -1.861 1.111
N 2.259 2.164 -0.146
C 0.545 0.914 -1.518
C -0.657 -1.292 1.528
C -0.441 0.307 -0.833
H -0.582 -1.177 2.602
C 1.529 1.584 -0.821
S -0.564 0.396 0.956
H -1.233 -0.280 -1.396
H 0.247 -1.770 1.078
H 0.434 1.016 -2.562
```

Output
Multiplicity ... 1
E_HOMO ... -8.98 eV
Structure (SMILES) ... CS/C=C\C#N
Frontier orbital gap ... 9.104 eV


## B
Computed, not measured: a cluster of 2 separate species, C4H5NS in total, with ωB97M-V/def2-TZVPD.

Structure (XYZ):
```
11
Properties=species:S:1:pos:R:3
H -0.410 0.251 1.216
N -0.002 2.812 -0.458
H 3.430 -0.301 0.362
H 2.447 -1.052 -1.075
H -2.724 -1.589 -0.921
C 1.452 -0.067 0.304
S -2.974 -0.699 0.127
C 2.567 -0.474 -0.197
C 0.135 1.764 -0.032
C 0.342 0.501 0.632
H -4.264 -1.146 0.041
```

Output
Multiplicity ... 1
E_HOMO ... -10.00 eV
Structure (SMILES) ... C=C=CC#N.S
Frontier orbital gap ... 10.580 eV


## C
Computed, not measured: a structure of composition C4H5NS, with ωB97M-V/def2-TZVPD.

Structure (XYZ):
```
11
Properties=species:S:1:pos:R:3
N 2.146 0.331 0.107
C -0.136 -0.888 0.403
H -1.963 -1.020 -0.874
H 0.024 0.240 -1.418
H 1.333 2.173 0.220
H -2.019 -0.074 0.829
C -0.285 0.471 -0.432
S 1.459 -1.334 -0.176
H -0.244 -0.517 1.456
C -1.432 -0.442 -0.085
C 1.117 1.060 -0.030
```

Output
Multiplicity ... 1
E_HOMO ... -8.61 eV
Frontier orbital gap ... 9.373 eV


Stability ranking, top and bottom: A is the most stable and C is the least stable.